[1]
Formula: C11H18N2
Source: the Open Molecules 2025 dataset
Level of theory: the ωB97M-V functional and the def2-TZVPD basis

Cartesian coordinates (Å):
1 H 0.654 -0.236 -2.404
2 C 1.383 1.147 2.522
3 C 0.684 -2.048 -0.566
4 C -1.058 -0.766 0.596
5 C 0.941 1.105 3.868
6 C 1.102 0.188 0.241
7 H 1.574 1.641 4.520
8 C -0.536 -0.103 1.812
9 H -1.995 -0.129 0.342
10 H -1.393 -1.682 0.885
11 H 1.029 3.270 -0.271
12 H -0.839 0.720 -1.570
13 C -0.288 -0.197 -1.798
14 H -1.987 -0.352 3.437
15 H -1.627 -0.715 -3.253
16 C -0.344 0.685 4.127
17 N 0.037 -0.684 -0.407
18 C 0.608 2.795 -1.229
19 H 0.913 -2.418 0.437
20 H 2.104 -0.120 -0.039
21 H -0.702 0.897 5.038
22 H -2.099 -1.593 -1.949
23 C -1.034 0.064 3.089
24 H -0.458 2.472 -1.182
25 C -1.212 -1.191 -2.464
26 H -0.167 -2.683 -0.853
27 N 0.695 0.445 1.539
28 H 1.001 2.863 -2.184
29 H -0.829 -2.045 -2.993
30 H 1.566 -1.912 -1.396
31 H 2.281 1.545 2.123

Forces on atoms 1 to 2 (eV/Å):
H -0.73 1.07 0.88
C -1.00 -2.09 0.09

- multiplicity = 1
- orbital gap (alpha / beta) (eV) = 6.42 / 8.91
- net charge = +2
- LUMO energy (alpha / beta) (eV) = -9.45 / -7.95

Here are the natural (NBO) charges for atoms 1 to 5, given in e: number 1, H, carries 0.265; number 2, C, carries 0.106; number 3, C, carries -0.422; number 4, C, carries -0.274; number 5, C, carries -0.176


[2]
Formula: C3H4N2O2
Source: the Open Molecules 2025 dataset
Level of theory: the ωB97M-V functional and the def2-TZVPD basis

Cartesian coordinates (Å):
1 C 0.440 0.177 0.764
2 N 0.886 -0.475 -1.488
3 C -0.644 -0.415 0.126
4 H 1.047 1.818 1.756
5 N 0.039 1.357 1.408
6 C 1.263 0.387 -0.631
7 H 2.364 0.709 -0.731
8 O -0.293 -0.848 -1.168
9 H 1.202 -0.482 1.383
10 O -1.809 -0.432 0.471
11 H -0.631 1.127 2.161

Forces on atoms 1 to 2 (eV/Å):
C 5.54 0.78 -0.84
N 3.25 2.71 -0.81

- multiplicity = 1
- orbital gap (eV) = 10.35
- SMILES string = N[C@@H]1C=NOC1=O
- LUMO energy (eV) = 0.07

Here are the natural (NBO) charges for atoms 1 to 5, given in e: number 1, C, carries -0.221; number 2, N, carries -0.059; number 3, C, carries 0.728; number 4, H, carries 0.369; number 5, N, carries -0.806


[3]
Formula: C30H23FNO
Source: the Open Molecules 2025 dataset
Level of theory: the ωB97M-V functional and the def2-TZVPD basis

Cartesian coordinates (Å):
1 C -0.360 -1.455 3.664
2 C -1.225 -3.555 -1.239
3 C 0.236 -1.486 2.369
4 O 0.800 -1.862 -1.798
5 H 2.128 4.032 1.488
6 C -1.588 3.897 -3.026
7 H 0.660 -0.340 0.588
8 C 1.620 0.840 3.673
9 C -1.485 -2.176 -1.329
10 H 2.849 4.026 3.900
11 H -2.007 2.041 -2.010
12 C -2.816 -1.727 -1.336
13 H -0.656 -4.799 4.268
14 C -0.283 -1.286 -1.511
15 F 2.589 1.988 5.504
16 C 2.386 3.153 3.446
17 C 2.379 2.561 -3.355
18 C 1.037 2.952 -3.332
19 H -4.405 -4.730 -0.939
20 C -3.862 -2.649 -1.206
21 C -0.419 -3.876 3.739
22 H 3.111 3.184 -3.858
23 C 0.097 -3.924 2.436
24 H -0.945 5.619 -4.180
25 H 1.507 -0.038 4.307
26 C 0.661 -0.317 1.677
27 H -2.588 4.299 -2.866
28 C 0.629 4.171 -3.935
29 C -3.589 -4.015 -1.055
30 N 0.483 0.946 -2.066
31 C 2.763 1.395 -2.725
32 H 0.883 -2.797 0.772
33 H -1.029 -2.580 5.368
34 H -3.017 -0.662 -1.467
35 C 1.980 3.142 2.099
36 H 3.795 1.063 -2.689
37 H 1.362 4.744 -4.505
38 C -2.263 -4.466 -1.063
39 C 1.809 0.594 -2.130
40 H -0.574 -0.491 4.129
41 H -4.895 -2.297 -1.230
42 H -1.270 0.566 -0.899
43 H 1.070 2.015 0.494
44 H 0.262 -4.887 1.955
45 H 2.056 -0.385 -1.747
46 C -0.640 -2.631 4.348
47 C 1.204 0.826 2.303
48 C 2.185 1.992 4.191
49 H -0.200 -3.925 -1.313
50 C -0.388 0.122 -1.359
51 C 0.425 -2.759 1.763
52 H -2.029 -5.526 -0.948
53 C 0.067 2.169 -2.631
54 C 1.400 2.016 1.537
55 C -1.246 2.636 -2.514
56 C -0.655 4.654 -3.758

Forces on atoms 1 to 2 (eV/Å):
C 0.42 -0.11 0.16
C -0.20 -0.08 0.23

- multiplicity = 1
- orbital gap (eV) = 4.33
- net charge = +1
- LUMO energy (eV) = -5.60

Here are the natural (NBO) charges for atoms 1 to 5, given in e: number 1, C, carries -0.129; number 2, C, carries -0.215; number 3, C, carries -0.223; number 4, O, carries -0.701; number 5, H, carries 0.243


Calculated ΔE to the lowest compared entry with this formula, charge and spin in order - 90.7 112.3 0.0 kcal per mole
Calculated electronic energy in order - -538.6286 -376.5848 -1386.5503 Eh